# 1
Entry from the Open Molecules 2025 dataset: a molecular structure, C8H19BNO9V at a distorted geometry (ωB97M-V/def2-TZVPD).

ORCA input file:
```
! RIJCOSX wB97M-V def2-TZVPD def2/J DEFGRID3
* xyz -3 2
O -1.0289 -0.1718 -0.7426
V -0.7464 -0.9414 -2.0997
C -2.7229 -2.2758 -3.4084
O -3.0839 -3.4922 -3.4217
O -2.8702 -1.4125 -2.4530
O -1.5001 -2.0685 -3.8659
C 0.7595 -3.0765 -1.3913
O 1.2208 -1.8833 -1.5765
O 1.1584 -4.0575 -2.1428
O -0.5375 -3.0697 -1.2387
B 0.2618 0.7496 -3.2586
H 0.8160 0.8174 -2.2569
H 0.5111 -0.3106 -3.6189
H -0.8731 0.8194 -3.0644
H 0.6284 1.5467 -4.0533
C -2.1317 3.4063 2.1631
O -1.3284 2.5384 1.4263
C -0.0379 3.0667 1.1533
C 0.8568 1.9316 0.7202
N 1.0509 0.9986 1.8119
C 1.9335 -0.0768 1.3979
C 1.9949 -1.1457 2.4859
O 0.7326 -1.7243 2.7213
C 0.1055 -2.3589 1.5979
H -1.7313 3.6483 3.1563
H -3.0511 2.8494 2.3743
H -2.4445 4.2790 1.5742
H 0.3978 3.5883 2.0194
H -0.1749 3.8217 0.3642
H 1.8102 2.3890 0.4221
H 0.4881 1.4563 -0.1902
H 0.1593 0.6088 2.0955
H 2.9501 0.3011 1.2317
H 1.6287 -0.5723 0.4633
H 2.4263 -0.6289 3.3507
H 2.6390 -1.9986 2.2236
H -0.2088 -1.6296 0.8489
H -0.8043 -2.7908 2.0137
H 0.7463 -3.1309 1.1673
*
```

The expectation value of S² is 0.766. The calculation puts the HOMO energy (spin up / spin down) at 2.630 / 2.557 eV. The energy relative to the best compared isomer or geometry (same formula, charge and spin) comes out at 0.0 kcal/mol. Its LUMO energy (spin up / spin down) is 6.24 / 6.24 eV. For the gap between HOMO and LUMO (spin up / spin down), the calculation gives 3.61 / 3.68 eV.

---

# 2
Entry from the Open Molecules 2025 dataset: a molecular structure, C8H19Cl3I2NOPtSbSi at a distorted geometry (ωB97M-V/def2-TZVPD).

ORCA input file:
```
! RIJCOSX wB97M-V def2-TZVPD def2/J DEFGRID3
* xyz 2 1
Pt 0.1228 -0.6874 0.4200
I 0.6578 1.3791 -0.9792
N -0.3387 -2.2321 4.4478
C -0.0499 -2.1651 3.1552
O -0.1572 -1.0863 2.5474
C 0.3614 -3.4588 2.5053
I 1.2657 -3.1817 0.6254
H -0.6689 -1.4064 4.9221
H -0.2481 -3.0860 4.9733
H -0.5256 -4.0669 2.3327
H 1.0580 -4.0126 3.1289
C 0.4428 5.3533 -2.2869
C 0.5873 5.3427 -0.7693
Sb -0.2840 3.6726 0.1765
C -2.3758 3.7545 -0.0814
C -2.8751 3.2267 -1.4178
C 0.1378 3.7007 2.2408
C -0.6240 4.8781 2.8553
H 0.8627 6.2764 -2.6840
H -0.6009 5.3074 -2.5970
H 0.9775 4.5218 -2.7458
H 0.0527 6.1744 -0.3007
H 1.6282 5.3988 -0.4520
H -2.5925 4.8201 0.0386
H -2.8180 3.2253 0.7649
H -2.4720 3.7914 -2.2587
H -3.9613 3.3018 -1.4599
H -2.6067 2.1812 -1.5542
H 1.2165 3.7941 2.3612
H -0.1678 2.7429 2.6613
H -0.3170 5.8334 2.4267
H -0.4176 4.9268 3.9244
H -1.7032 4.7743 2.7374
Cl -2.3267 -0.4592 -2.0022
Si -2.0011 -0.9847 -0.0871
Cl -3.1323 0.1147 1.1948
Cl -2.3701 -2.9598 0.1496
*
```

The calculation puts the HOMO energy at -14.720 eV. The energy relative to the best compared isomer or geometry (same formula, charge and spin) comes out at 0.0 kcal/mol. Its LUMO energy is -7.37 eV. For the gap between HOMO and LUMO, the calculation gives 7.35 eV.

---

# 3
Entry from the Open Molecules 2025 dataset: a molecular structure, C8H19DyI2O3P2 at a distorted geometry (ωB97M-V/def2-TZVPD).

ORCA input file:
```
! RIJCOSX wB97M-V def2-TZVPD def2/J DEFGRID3
* xyz 2 6
I 0.0010 -1.2233 -5.9180
I -0.0005 1.4715 -5.5789
Dy 0.0036 1.2629 0.4548
P -2.4704 0.1201 -0.0146
C -3.4655 0.0422 -1.5240
C -3.1829 -1.2676 0.9533
H -4.2677 -1.1349 1.1061
H -4.2504 1.3370 1.0328
H -2.6706 -1.3164 1.9264
H -2.6982 1.6342 1.8715
H -3.2321 -0.8850 -2.0666
H -3.0016 -2.2063 0.4063
C -3.1863 1.5456 0.8885
H -4.5334 0.0587 -1.2643
H -3.0704 2.4614 0.2932
H -3.2435 0.9026 -2.1677
P 2.4720 0.1055 -0.0072
C 3.4721 0.0243 -1.5129
C 3.1926 1.5254 0.9010
H 2.6578 -1.3350 1.9326
H 4.2583 -1.1623 1.1170
H 2.9877 -2.2250 0.4120
C 3.1730 -1.2881 0.9609
H 2.7012 1.6158 1.8820
H 4.2546 1.3096 1.0495
H 4.5391 0.0365 -1.2494
H 3.2564 0.8860 -2.1570
H 3.0851 2.4426 0.3063
H 3.2374 -0.9019 -2.0567
C 0.0021 -0.0418 -1.5492
O 0.0017 -0.6622 -2.5414
O -0.0077 -0.7496 4.2992
C -0.0056 -0.8191 3.0838
O -0.0019 0.2205 2.2196
H -0.0067 -1.7842 2.5110
*
```

The expectation value of S² is 9.356. The calculation puts the HOMO energy (spin up / spin down) at -14.082 / -14.082 eV. Its LUMO energy (spin up / spin down) is -8.57 / -8.58 eV. For the gap between HOMO and LUMO (spin up / spin down), the calculation gives 5.51 / 5.50 eV.

---

# 4
Entry from the Open Molecules 2025 dataset: 2 unconnected molecules or ions with the total composition C8H19N (ωB97M-V/def2-TZVPD).

ORCA input file:
```
! RIJCOSX wB97M-V def2-TZVPD def2/J DEFGRID3
* xyz 0 1
C -1.5389 -0.6232 1.1826
C 0.0046 1.4619 1.4515
C -0.8530 0.9328 -0.7847
C -2.9699 -0.3332 0.7621
C -0.8666 -1.8955 0.7578
N -0.4962 0.4203 0.5454
H -1.4290 -0.4403 2.2540
H 0.8251 1.9975 0.9747
H 0.3712 0.9878 2.3624
H -0.7911 2.1663 1.7078
H -1.1120 0.0861 -1.4198
H -1.6968 1.6225 -0.7297
H 0.0115 1.4408 -1.2101
H -3.6316 -0.9765 1.3437
H -0.6447 -2.5759 1.5783
H -3.1321 -0.5699 -0.2908
H -3.2737 0.7048 0.9379
H 0.1064 -0.5682 0.4223
H -1.3928 -2.4248 -0.0395
C 2.0944 -1.0913 -1.8235
C 2.6633 -0.1616 -0.7984
C 2.9324 1.1271 -0.9844
H 2.8557 -0.6036 0.1765
H 2.8007 -1.8978 -2.0444
H 1.1865 -1.5660 -1.4375
H 1.8650 -0.5734 -2.7573
H 3.3526 1.7414 -0.1967
H 2.7591 1.6118 -1.9404
*
```

The calculation puts the HOMO energy at -6.596 eV. The energy relative to the best compared isomer or geometry (same formula, charge and spin) comes out at 96.1 kcal/mol. Its LUMO energy is 0.81 eV. For the gap between HOMO and LUMO, the calculation gives 7.41 eV.

---

# 5
Entry from the Open Molecules 2025 dataset: a gas-phase ion, C8H19N2 (charge +1) at a distorted geometry (ωB97M-V/def2-TZVPD).

ORCA input file:
```
! RIJCOSX wB97M-V def2-TZVPD def2/J DEFGRID3
* xyz 1 1
C -2.6078 0.0968 1.3893
C -2.0338 -0.1208 0.0004
C -3.0238 0.1793 -1.1886
N -0.8833 0.8062 -0.1072
C 0.1794 0.4554 -0.8577
C 1.4310 -0.2269 0.0901
C 0.8765 -1.2412 1.0987
C 2.2074 0.8242 0.9050
C 2.1985 -0.8964 -0.9016
N 2.9943 -0.0792 -1.5787
H -3.0004 1.1134 1.4640
H -1.7077 -0.0620 1.9235
H -3.4609 -0.5229 1.7906
H -1.6721 -1.1186 -0.1754
H -2.3665 0.3546 -2.1619
H -3.6987 0.9169 -0.9979
H -3.5079 -0.7659 -1.1187
H -0.8653 1.5011 0.6746
H 0.6393 1.4008 -1.3118
H 0.0281 -0.3701 -1.5628
H 1.7113 -1.8666 1.4361
H 0.0607 -1.9096 0.6964
H 0.4685 -0.8127 1.9764
H 3.2004 1.2092 0.5186
H 2.4134 0.5803 1.9153
H 1.6106 1.8093 0.8995
H 2.0434 -1.9035 -1.2826
H 3.2209 0.8751 -1.1477
H 3.5441 -0.2261 -2.3863
*
```

The calculation puts the HOMO energy at -12.113 eV. The energy relative to the best compared isomer or geometry (same formula, charge and spin) comes out at 52.5 kcal/mol. Its LUMO energy is -4.40 eV. Its SMILES is CC(C)NCC(C)(C)C=[NH2+]. For the gap between HOMO and LUMO, the calculation gives 7.71 eV.

---

# 6
Entry from the Open Molecules 2025 dataset: a molecular structure, C8H19N4O2 at a distorted geometry (ωB97M-V/def2-TZVPD).

ORCA input file:
```
! RIJCOSX wB97M-V def2-TZVPD def2/J DEFGRID3
* xyz 1 1
C -3.0882 -1.4178 0.0144
C 4.7970 -0.8233 0.1665
C 3.3662 -0.5869 0.0699
C 3.0413 0.8021 -0.3522
C 1.8092 1.3268 0.2359
C 0.5720 0.7964 -0.2657
C -0.6812 1.5367 0.2460
C -2.9307 0.5521 0.4706
N -4.0192 -2.1428 0.4967
N -1.9890 1.0283 -0.2447
N -4.2885 0.7058 0.0106
N -2.1768 -1.8586 -0.8176
O -5.2030 0.3222 0.6654
O -4.3407 1.3991 -1.0031
H 5.2959 -0.9046 -0.8625
H 5.4412 -0.2192 0.8322
H 5.1813 -1.8107 0.5300
H 3.0792 -0.8902 1.1189
H 3.0238 -1.3092 -0.6876
H 3.8906 1.4833 0.0012
H 3.0861 0.7513 -1.4876
H 1.7132 2.3440 0.0272
H 1.9568 1.1952 1.3645
H 0.7309 1.1444 -1.2498
H 0.3642 -0.2635 -0.1299
H -0.6426 2.4928 -0.1876
H -0.5986 1.6950 1.3838
H -2.8640 0.2390 1.5594
H -4.5443 -1.8376 1.3904
H -4.2221 -3.0268 0.1360
H -2.2522 1.3170 -1.1840
H -1.4133 -1.1524 -1.2101
H -2.0946 -2.8881 -1.0372
*
```

The calculation puts the HOMO energy at -13.322 eV. The energy relative to the best compared isomer or geometry (same formula, charge and spin) comes out at 118.5 kcal/mol. Its LUMO energy is -4.20 eV. For the gap between HOMO and LUMO, the calculation gives 9.12 eV.

---

| no. | energy (Eh) |
| --- | --- |
| 1 | -2016.7932 |
| 2 | -3070.8496 |
| 3 | -2704.5235 |
| 4 | -370.8192 |
| 5 | -425.4016 |
| 6 | -685.2760 |